Molecular formula: C3H14NO4
Method: DFT, the ωB97M-V functional and the def2-TZVPD basis

Element x y z (Å)
O: 1.65264 -1.37464 -0.84972
C: 1.53456 -1.42013 0.40512
C: 0.38914 -0.47675 1.02523
C: 0.93299 0.68158 1.78830
N: -0.58464 0.10740 0.02021
H: 2.14522 -2.08370 1.12651
H: -0.06798 -1.24231 1.57710
H: 0.48683 0.73333 2.83819
H: 0.86872 1.69000 1.26684
H: 2.03172 0.51919 2.23780
H: -1.18358 -0.55989 -0.33303
H: -0.06424 0.63290 -0.62918
H: -1.39034 0.73471 0.53896
H: -0.45130 -0.15085 -2.51724
H: -0.75889 0.70024 -3.57928
O: -1.21682 0.28851 -2.86970
H: -1.40733 -3.04086 0.04232
H: -2.65992 -2.88697 0.71221
O: -2.05985 -2.35605 0.13496
H: 0.49165 3.72623 -0.49093
H: 1.09449 2.64550 -1.31754
O: 0.21694 3.13257 -1.12712

Properties
E_tot ... -478.0982 a.u.
Charge ... +1
Largest force on an atom ... 4.983 eV/Å
Spin multiplicity ... 1
Kohn-Sham gap ... 0.39953 Eh